Run w
Here is C13H18Si in the gas phase from the OMol25 dataset. Energies are from ωB97M-V/def2-TZVPD.

Geometry as ORCA input:
```
! wB97M-V def2-TZVPD RIJCOSX def2/J DEFGRID3
* xyz 0 1
C 3.913 1.034 -0.670
C 3.584 1.195 0.659
C 3.207 0.093 -1.460
C 2.602 0.463 1.287
C 2.267 -0.684 -0.833
C 1.851 -0.447 0.540
C -0.251 -1.842 0.005
C -0.972 -0.792 -0.139
C 0.705 -1.132 0.994
C -0.132 -3.223 -0.433
C -3.336 0.778 -1.279
C -0.973 2.106 0.014
C -3.116 0.283 1.626
Si -2.052 0.595 0.112
H 4.693 1.496 -1.289
H 4.049 1.915 1.291
H 3.260 -0.007 -2.570
H 2.421 0.560 2.393
H 1.537 -1.290 -1.341
H 0.331 -0.910 1.935
H -0.972 -3.590 -1.120
H -0.388 -3.802 0.484
H 0.849 -3.567 -0.836
H -3.585 1.780 -1.438
H -2.908 0.575 -2.281
H -4.397 0.298 -1.132
H 0.093 2.092 0.302
H -0.903 2.376 -1.076
H -1.280 3.155 0.466
H -2.673 0.683 2.595
H -4.203 0.579 1.472
H -3.221 -0.771 1.723
*
```

## Properties
HOMO = -7.30 eV
Lowest unoccupied orbital energy = 0.111 eV
Kohn-Sham gap = 7.407 eV


Run x
Here is C13H18Si in the gas phase from the OMol25 dataset. Energies are from ωB97M-V/def2-TZVPD.

Geometry as ORCA input:
```
! wB97M-V def2-TZVPD RIJCOSX def2/J DEFGRID3
* xyz 0 1
C 1.607 -3.047 2.401
C 1.178 -3.944 1.420
C 1.698 -1.669 2.120
C 0.918 -3.466 0.163
C 1.326 -1.235 0.915
C 0.989 -2.105 -0.164
C -0.198 -0.081 -1.401
C -0.848 0.945 -1.185
C 0.645 -1.717 -1.562
C 1.908 -1.422 -2.353
C -2.344 1.569 1.285
C -2.658 3.500 -1.278
C -0.059 3.600 0.274
Si -1.444 2.433 -0.201
H 1.728 -3.322 3.422
H 1.016 -4.976 1.757
H 1.850 -1.131 3.018
H 0.776 -4.083 -0.756
H 1.160 -0.254 0.578
H -0.082 -2.378 -2.102
H 1.814 -1.584 -3.427
H 2.619 -2.105 -1.985
H 2.118 -0.349 -2.276
H -1.468 0.953 1.688
H -2.779 2.268 1.977
H -3.183 0.895 0.807
H -2.856 3.000 -2.180
H -3.612 3.623 -0.643
H -2.420 4.580 -1.405
H -0.407 4.221 1.095
H 0.843 3.062 0.556
H 0.163 4.219 -0.560
*
```

## Properties
HOMO = -9.12 eV
Lowest unoccupied orbital energy = 0.820 eV
Kohn-Sham gap = 9.936 eV
SMILES = C[C@H](C#C[Si](C)(C)C)c1ccccc1


In terms of stability, run x leads; the second structure lies 0.0225 hartree higher.


Run w
Here is 2 unconnected molecules or ions with the total composition C2H3O2S2 from the OMol25 dataset. Energies are from ωB97M-V/def2-TZVPD.

Geometry as ORCA input:
```
! wB97M-V def2-TZVPD RIJCOSX def2/J DEFGRID3
* xyz -1 1
C 2.290 2.138 -0.022
C 1.500 1.278 0.285
O -0.606 -0.380 0.778
O -0.481 -0.720 -1.582
S -2.835 -2.275 -0.414
S -0.612 -1.394 -0.289
H 3.259 2.652 -0.085
H -3.266 -1.794 0.822
H 0.751 0.495 0.509
*
```

## Properties
HOMO = -4.24 eV
Lowest unoccupied orbital energy = 3.616 eV
Kohn-Sham gap = 7.854 eV


Run x
Here is a gas-phase ion, C2H3O2S2 (charge -1) from the OMol25 dataset. Energies are from ωB97M-V/def2-TZVPD.

Geometry as ORCA input:
```
! wB97M-V def2-TZVPD RIJCOSX def2/J DEFGRID3
* xyz -1 1
C -0.779 0.664 0.029
C 0.743 0.802 -0.034
O 1.273 1.841 -0.415
O 1.418 -0.240 0.331
S 0.143 -2.912 -0.827
S 0.622 -1.996 0.815
H -1.109 0.107 -0.850
H -1.255 1.642 0.041
H -1.056 0.091 0.911
*
```

## Properties
HOMO = -3.07 eV
Lowest unoccupied orbital energy = 3.629 eV
Kohn-Sham gap = 6.699 eV
SMILES = CC(=O)OS[S-]


Run y
Here is 2 unconnected molecules or ions with the total composition C2H3O2S2 from the OMol25 dataset. Energies are from ωB97M-V/def2-TZVPD.

Geometry as ORCA input:
```
! wB97M-V def2-TZVPD RIJCOSX def2/J DEFGRID3
* xyz -1 1
C 2.836 0.957 0.039
C 1.745 0.860 -0.441
O -2.937 0.344 0.761
O -1.328 0.874 -1.056
S -1.459 -2.177 -0.204
S -1.609 0.215 0.227
H 3.657 0.933 0.691
H -1.734 -2.793 0.960
H 0.830 0.787 -0.978
*
```

## Properties
HOMO = -3.76 eV
Lowest unoccupied orbital energy = 3.744 eV
Kohn-Sham gap = 7.505 eV


In terms of stability, run x leads; the second structure lies 0.0824 hartree higher.


Run w
Here is 2 unconnected molecules or ions with the total composition H3OPS2 from the OMol25 dataset. Energies are from ωB97M-V/def2-TZVPD.

Geometry as ORCA input:
```
! wB97M-V def2-TZVPD RIJCOSX def2/J DEFGRID3
* xyz 0 1
O 1.104 -0.471 -0.378
P -0.033 0.668 -0.458
S -0.518 -2.995 -0.670
S -0.741 0.594 1.532
H 1.186 -1.087 -1.079
H 0.743 1.802 -0.244
H -1.742 1.489 1.297
*
```

## Properties
HOMO (alpha / beta) = -8.77 / -8.76 eV
Lowest unoccupied orbital energy (alpha / beta) = -2.926 / -2.968 eV
Kohn-Sham gap (alpha / beta) = 5.839 / 5.789 eV


Run x
Here is H3OPS2 in the gas phase from the OMol25 dataset. Energies are from ωB97M-V/def2-TZVPD.

Geometry as ORCA input:
```
! wB97M-V def2-TZVPD RIJCOSX def2/J DEFGRID3
* xyz 0 1
O -0.811 0.269 1.347
P 0.347 0.106 0.220
S 1.874 -0.998 0.523
S -0.839 -0.369 -1.484
H -1.283 -0.365 1.782
H 0.477 1.607 0.062
H 0.236 -0.250 -2.451
*
```

## Properties
HOMO = -9.31 eV
Lowest unoccupied orbital energy = 0.444 eV
Kohn-Sham gap = 9.753 eV
SMILES = O[P@@H](=S)S


Run y
Here is 2 unconnected molecules or ions with the total composition H3OPS2 from the OMol25 dataset. Energies are from ωB97M-V/def2-TZVPD.

Geometry as ORCA input:
```
! wB97M-V def2-TZVPD RIJCOSX def2/J DEFGRID3
* xyz 0 1
O -1.856 -0.350 0.995
P 1.367 -0.631 -1.088
S 2.743 -0.672 0.222
S 0.896 1.246 -1.641
H -2.737 -0.307 1.417
H -1.842 -1.297 0.753
H 1.430 2.011 -0.658
*
```

## Properties
HOMO = -8.91 eV
Lowest unoccupied orbital energy = -0.984 eV
Kohn-Sham gap = 7.923 eV
SMILES = S=PS.O


Run z
Here is 2 unconnected molecules or ions with the total composition H3OPS2 from the OMol25 dataset. Energies are from ωB97M-V/def2-TZVPD.

Geometry as ORCA input:
```
! wB97M-V def2-TZVPD RIJCOSX def2/J DEFGRID3
* xyz 0 1
O -0.475 1.142 -1.047
P 0.216 -0.111 -0.293
S 2.132 -0.109 -0.542
S -0.466 0.046 1.742
H -1.373 1.222 -0.706
H -0.764 -2.278 -1.606
H 0.730 0.088 2.451
*
```

## Properties
HOMO (alpha / beta) = -9.61 / -8.72 eV
Lowest unoccupied orbital energy (alpha / beta) = -2.028 / -0.798 eV
Kohn-Sham gap (alpha / beta) = 7.585 / 7.919 eV


In terms of stability, run x leads; the second structure lies 0.0234 hartree higher.


Run w
Here is C4H8 in the gas phase from the OMol25 dataset. Energies are from ωB97M-V/def2-TZVPD.

Geometry as ORCA input:
```
! wB97M-V def2-TZVPD RIJCOSX def2/J DEFGRID3
* xyz 0 1
C -1.361 0.211 0.645
C -0.025 -0.426 0.795
C 0.846 0.460 -1.231
C 1.006 -0.610 -0.265
H -2.081 -0.230 1.351
H -1.729 0.127 -0.385
H -1.355 1.289 0.873
H 0.341 -0.474 1.827
H 0.778 1.493 -0.915
H 0.586 0.240 -2.266
H 1.946 -0.477 0.300
H 1.050 -1.602 -0.729
*
```

## Properties
HOMO (alpha / beta) = -7.96 / -7.52 eV
Lowest unoccupied orbital energy (alpha / beta) = 0.840 / 0.525 eV
Kohn-Sham gap (alpha / beta) = 8.800 / 8.043 eV


Run x
Here is 2 unconnected molecules or ions with the total composition C4H8 from the OMol25 dataset. Energies are from ωB97M-V/def2-TZVPD.

Geometry as ORCA input:
```
! wB97M-V def2-TZVPD RIJCOSX def2/J DEFGRID3
* xyz 0 1
C -1.200 -0.263 -2.686
C -2.394 -0.337 -2.095
H -0.988 -0.911 -3.544
H -0.402 0.406 -2.344
H -3.111 -1.100 -2.420
H -2.658 0.270 -1.221
C 1.648 -0.030 1.818
C 1.972 0.663 2.951
H 2.342 -0.138 0.976
H 0.674 -0.526 1.743
H 2.906 1.221 3.086
H 1.211 0.747 3.735
*
```

## Properties
HOMO = -10.03 eV
Lowest unoccupied orbital energy = 1.150 eV
Kohn-Sham gap = 11.180 eV
SMILES = C=C.C=C


Run y
Here is C4H8 in the gas phase from the OMol25 dataset. Energies are from ωB97M-V/def2-TZVPD.

Geometry as ORCA input:
```
! wB97M-V def2-TZVPD RIJCOSX def2/J DEFGRID3
* xyz 0 1
C 0.170 -1.387 -0.504
C -0.425 -0.030 -0.305
C -0.217 0.692 0.986
C 0.323 1.213 -0.302
H -0.324 -2.138 0.158
H 1.274 -1.345 -0.108
H 0.090 -1.805 -1.554
H -1.423 0.095 -0.653
H -1.185 1.022 1.501
H 0.469 0.332 1.735
H -0.134 2.181 -0.639
H 1.382 1.172 -0.314
*
```

## Properties
HOMO = -9.95 eV
Lowest unoccupied orbital energy = 1.308 eV
Kohn-Sham gap = 11.262 eV
SMILES = CC1CC1


In terms of stability, run y leads; the second structure lies 0.0257 hartree higher.